Arrangement w

Here is an isolated ion of composition C4H6N2O and charge +2 from the Open Molecules 2025 dataset. Energies are from ωB97M-V with the def2-TZVPD basis set.

ORCA input file:
```
! RIJCOSX wB97M-V def2-TZVPD def2/J DEFGRID3
* xyz 2 1
O 1.950 -0.713 -0.541
N -0.354 -0.547 0.264
N 0.850 -0.325 0.625
C -2.741 -1.315 -0.067
C 1.771 0.432 -0.033
C -1.465 -0.983 0.123
C 2.276 1.724 0.082
H -3.301 -0.722 -0.806
H 3.394 1.602 -0.097
H -2.660 -2.307 -0.432
H 1.782 2.331 -0.728
H 2.032 2.356 1.017
H -3.533 -1.534 0.593
*
```

Values from the calculation:
Kohn-Sham gap ... 9.62 eV
SMILES ... CC#[N+][N+]1=C(C)O1

Here are the natural (NBO) charges for atoms 1 to 2, given in e: -0.1339 -0.1546

***

Arrangement x

Here is C4H6N2O as an isolated structure from the Open Molecules 2025 dataset. Energies are from ωB97M-V with the def2-TZVPD basis set.

ORCA input file:
```
! RIJCOSX wB97M-V def2-TZVPD def2/J DEFGRID3
* xyz 2 1
O 1.133 -0.230 1.985
N 0.422 -0.248 1.061
N 0.010 0.447 -0.782
C 0.638 -0.762 -0.307
C -0.424 0.844 0.393
C 1.210 -1.886 -0.864
C -1.238 1.846 0.916
H 2.115 -1.618 -1.471
H 0.630 -2.280 -1.733
H 1.467 -2.679 -0.151
H -2.002 2.180 0.192
H -1.663 1.609 1.902
H -0.665 2.785 1.104
*
```

Values from the calculation:
Kohn-Sham gap ... 9.48 eV

Here are the natural (NBO) charges for atoms 1 to 2, given in e: 0.0671 0.2343

***

arrangement x comes first in stability; the runner-up is 0.0053 hartree higher.

***

Arrangement w

Here is the molecule CH5ClNOP from the Open Molecules 2025 dataset. Energies are from ωB97M-V with the def2-TZVPD basis set.

ORCA input file:
```
! RIJCOSX wB97M-V def2-TZVPD def2/J DEFGRID3
* xyz 0 1
Cl 2.101 0.883 -0.079
P 0.276 0.249 -0.547
O -0.159 0.818 -1.830
N 0.217 -1.648 -0.627
C -0.808 0.756 0.860
H 0.695 -1.944 -1.494
H 0.586 -1.923 0.307
H -1.691 0.048 1.201
H -1.181 1.753 0.580
H -0.036 1.008 1.630
*
```

Values from the calculation:
Kohn-Sham gap ... 11.10 eV
SMILES ... C[P@@](N)(=O)Cl

Here are the natural (NBO) charges for atoms 1 to 2, given in e: -0.2683 1.9032

***

Arrangement x

Here is a 2-piece molecular cluster, CH5ClNOP overall from the Open Molecules 2025 dataset. Energies are from ωB97M-V with the def2-TZVPD basis set.

ORCA input file:
```
! RIJCOSX wB97M-V def2-TZVPD def2/J DEFGRID3
* xyz 0 1
Cl -1.578 0.397 -2.218
P -0.691 -0.664 -0.542
O -1.842 -1.461 -0.142
N 0.572 -1.738 -1.144
C 0.382 1.886 1.464
H 1.629 -1.638 -1.062
H 0.380 1.285 2.376
H -0.463 2.470 0.985
H 0.275 -2.558 -0.640
H 1.336 2.021 0.925
*
```

Values from the calculation:
Kohn-Sham gap (spin up / spin down) ... 7.01 / 9.05 eV

Here are the natural (NBO) charges for atoms 1 to 2, given in e: -0.3414 1.6495

***

arrangement w comes first in stability; the runner-up is 0.1235 hartree higher.

***

Arrangement w

Here is the molecule C21H29N3O2S from the Open Molecules 2025 dataset. Energies are from ωB97M-V with the def2-TZVPD basis set.

ORCA input file:
```
! RIJCOSX wB97M-V def2-TZVPD def2/J DEFGRID3
* xyz 0 1
S -3.736 -0.030 -0.588
O -4.001 -1.192 0.215
O -4.815 0.864 -0.899
N 0.705 0.047 1.760
N 2.754 -0.619 3.709
N -2.552 0.905 0.130
C -2.808 0.380 -3.119
C -2.937 -0.536 -2.097
C -2.470 -1.828 -2.231
C -1.864 -2.207 -3.414
C 1.383 -1.051 3.830
C 2.809 1.620 4.955
C 3.316 0.184 4.768
C 2.026 0.653 1.684
C 0.393 1.743 -2.652
C 0.841 -0.590 -2.364
C 0.350 -0.132 3.157
C 0.064 1.845 -1.312
C 0.121 0.731 -0.488
C -1.069 -1.730 -5.738
C -1.723 -1.301 -4.462
C -0.252 0.818 0.973
C 0.501 -0.491 -1.028
C -2.201 -0.005 -4.301
C 3.059 -0.268 2.343
C 0.788 0.527 -3.180
C -1.693 0.288 1.112
H -1.661 -2.506 -6.223
H 2.291 0.789 0.633
H -2.076 0.458 2.124
H 0.289 0.837 3.683
H -0.082 -2.144 -5.538
H 4.397 0.218 4.594
H 1.310 -2.032 3.343
H -0.255 1.883 1.284
H 3.086 -1.200 1.765
H -1.709 -0.784 0.911
H 1.743 1.633 5.169
H 3.001 2.222 4.071
H 1.150 -1.542 -2.770
H -0.966 -0.894 -6.426
H -1.499 -3.217 -3.533
H -0.620 -0.624 3.225
H 0.551 -1.352 -0.381
H 1.056 0.450 -4.223
H -2.100 0.705 -5.108
H -2.894 1.821 0.367
H -0.233 2.799 -0.902
H 2.029 1.647 2.167
H 1.134 -1.170 4.885
H 3.151 -0.367 5.700
H 4.047 0.194 2.301
H 3.329 2.075 5.795
H 0.347 2.618 -3.285
H -3.199 1.375 -2.980
H -2.603 -2.517 -1.413
*
```

Values from the calculation:
Kohn-Sham gap ... 8.72 eV
SMILES ... CCN1CCN([C@H](CNS(=O)(=O)c2ccc(C)cc2)c2ccccc2)CC1

Here are the natural (NBO) charges for atoms 1 to 2, given in e: 2.3218 -0.9401

***

Arrangement x

Here is a 2-piece molecular cluster, C21H29N3O2S overall from the Open Molecules 2025 dataset. Energies are from ωB97M-V with the def2-TZVPD basis set.

ORCA input file:
```
! RIJCOSX wB97M-V def2-TZVPD def2/J DEFGRID3
* xyz 0 1
S 1.956 1.148 2.284
O 1.957 1.887 3.590
O 1.952 1.897 0.983
N -3.080 -0.385 -3.441
N 0.757 0.001 2.269
N -0.467 0.710 -2.394
C 5.099 -1.094 1.098
C -1.536 -1.705 2.271
C 3.410 0.088 2.292
C -4.016 -0.491 2.274
C -2.676 -2.474 2.278
C 5.101 -1.094 3.484
C 3.968 -0.307 1.101
C -1.620 -0.316 2.266
C -2.554 -1.003 -4.665
C -1.480 2.895 -2.059
C -0.408 0.484 2.271
C 3.969 -0.306 3.483
C -0.025 2.957 -1.573
C 5.680 -1.497 2.291
C -1.789 1.387 -2.216
C -2.743 1.071 -3.369
C -3.918 -1.869 2.279
C 6.907 -2.339 2.300
C 0.623 1.677 -2.115
C -4.490 -0.713 -3.105
C -2.877 0.284 2.266
H 3.526 0.023 4.408
H -0.561 -2.163 2.273
H 0.492 3.859 -1.923
H 1.362 1.265 -1.417
H -2.286 1.380 -4.312
H -2.601 -3.550 2.284
H -2.172 3.387 -1.366
H -4.985 -0.020 2.278
H -1.585 3.397 -3.027
H -4.743 -0.313 -2.125
H 3.521 0.022 0.178
H -3.665 1.653 -3.274
H 5.550 -1.395 4.415
H -3.055 -0.608 -5.547
H -0.408 -0.108 -1.781
H 6.726 -3.285 2.813
H 0.019 2.972 -0.477
H 7.722 -1.826 2.813
H -1.487 -0.804 -4.750
H -2.239 1.019 -1.280
H -4.812 -2.473 2.288
H -5.175 -0.293 -3.840
H 1.148 1.881 -3.056
H -2.949 1.359 2.265
H -2.698 -2.082 -4.640
H -4.632 -1.793 -3.081
H 5.545 -1.394 0.166
H -0.498 1.561 2.286
H 7.240 -2.567 1.285
*
```

Values from the calculation:
Kohn-Sham gap ... 7.43 eV
SMILES ... Cc1ccc(S(=O)(=O)/N=C/c2ccccc2)cc1.CN(C)C[C@@H]1CCCN1

Here are the natural (NBO) charges for atoms 1 to 2, given in e: 2.1976 -0.9151

***

arrangement w comes first in stability; the runner-up is 0.0439 hartree higher.

***

Arrangement w

Here is the molecule C6H8N2O2S from the Open Molecules 2025 dataset. Energies are from ωB97M-V with the def2-TZVPD basis set.

ORCA input file:
```
! RIJCOSX wB97M-V def2-TZVPD def2/J DEFGRID3
* xyz 0 1
S 1.202 -0.845 -0.214
O 0.630 -2.189 -0.326
O 2.142 -0.651 0.851
N -1.227 -1.340 1.317
N 1.932 -0.371 -1.768
C -1.127 -0.048 0.732
C -0.017 1.708 -0.423
C -2.342 0.791 0.661
C -1.090 2.588 -0.406
C -0.076 0.307 0.010
C -2.296 2.038 0.184
H 2.941 0.247 -1.439
H -0.736 -2.149 0.751
H -3.306 0.473 0.924
H 0.975 2.069 -0.935
H -0.979 3.629 -0.733
H -2.164 -1.456 1.601
H -3.297 2.575 0.006
H 1.926 -1.479 -2.344
*
```

Values from the calculation:
Kohn-Sham gap ... 8.81 eV
SMILES ... Nc1ccccc1S(N)(=O)=O

Here are the natural (NBO) charges for atoms 1 to 2, given in e: 2.2713 -0.9537

***

Arrangement x

Here is a 2-piece molecular cluster, C6H8N2O2S overall from the Open Molecules 2025 dataset. Energies are from ωB97M-V with the def2-TZVPD basis set.

ORCA input file:
```
! RIJCOSX wB97M-V def2-TZVPD def2/J DEFGRID3
* xyz 0 1
S 2.917 0.836 0.572
O -0.730 -2.170 1.238
O 1.144 -2.876 0.144
N 1.314 0.774 0.157
N -1.711 0.529 -0.511
C 3.449 -0.161 -0.841
C -1.257 0.248 -1.735
C 0.341 1.209 0.854
C -3.143 0.343 -0.291
C 0.166 -2.540 0.651
C -1.029 1.041 0.561
H -3.532 1.238 0.349
H -3.378 -0.649 0.253
H 2.504 -0.344 -1.405
H 3.763 -1.152 -0.494
H 4.177 0.364 -1.437
H -1.734 1.389 1.412
H -3.714 0.251 -1.387
H 0.452 1.668 1.911
*
```

Values from the calculation:
Kohn-Sham gap (spin up / spin down) ... 5.81 / 5.77 eV

Here are the natural (NBO) charges for atoms 1 to 2, given in e: 0.4077 -0.5151

***

arrangement w comes first in stability; the runner-up is 0.1087 hartree higher.